[1]
C3H3FN2OS | wB97M-V/def2-TZVPD

The electronic energy comes out at -21737.4022 eV. The value obtained for the energy relative to the best compared isomer or geometry (same formula, charge and spin) is 225.1 kJ/mol. The calculation puts the HOMO-LUMO gap at 8.272 eV. The LUMO energy is -0.115 eV. As for the structure (SMILES): Oc1nc(S)[nH]c1F. As for the charge: 0.

Structure (XYZ):
```
11
Properties=species:S:1:pos:R:3:forces:R:3:nbo_charge:R:1
O 2.2059 -1.5311 -0.0144 0.9307 3.0192 -1.5602 -0.666
C 1.1012 -0.6330 -0.0050 3.3578 -2.3525 0.2192 0.340
N -0.0866 -1.1172 0.2100 -4.3075 0.9830 -1.2650 -0.472
C -0.9314 -0.0153 0.0423 0.9474 -4.1848 1.6888 0.185
S -2.6957 -0.1600 -0.0841 -0.0476 3.0013 1.5919 0.049
N -0.2248 1.0831 0.0007 -0.9510 4.8182 -1.1686 -0.555
C 1.1468 0.6972 -0.1227 -0.0267 1.3900 0.2876 0.347
F 2.3025 1.3984 0.0612 -1.4769 0.3909 -0.3719 -0.304
H 2.9837 -1.0356 -0.5238 -2.4883 -1.5557 1.7462 0.486
H -3.0750 1.2063 0.6458 0.9454 -3.0556 -1.5353 0.144
H -0.8671 1.9981 -0.1741 3.1167 -2.4541 0.3671 0.446
```
Forces are in eV/Å.



[2]
C3H7N3 | wB97M-V/def2-TZVPD

The electronic energy comes out at -7692.1723 eV. The value obtained for the energy relative to the best compared isomer or geometry (same formula, charge and spin) is 241.9 kJ/mol. The calculation puts the HOMO-LUMO gap at 9.560 eV. The LUMO energy is 0.550 eV. As for the charge: 0.

Structure (XYZ):
```
13
Properties=species:S:1:pos:R:3:forces:R:3:nbo_charge:R:1
N -1.9624 -0.4255 -0.2206 -0.2541 0.0998 -0.0624 -0.872
C -0.8642 0.5162 -0.0158 0.1149 0.0156 0.0755 -0.347
C 0.3949 -0.1003 0.5163 -0.2112 -0.3013 0.0336 0.121
N 0.3792 -1.3967 0.5376 -0.0515 0.1227 0.0131 -0.709
C 2.6765 1.2523 -0.3259 0.8739 0.4498 -0.3939 -0.003
N 3.5624 1.7201 -0.9103 -0.8697 -0.4454 0.5383 -0.404
H -2.6796 -0.2975 0.4828 0.0167 -0.0874 -0.1072 0.370
H -2.3958 -0.3076 -1.1272 -0.0084 -0.0201 0.0982 0.374
H -1.1203 1.3657 0.6329 -0.0221 -0.1738 -0.0818 0.215
H -0.5583 0.9789 -0.9671 -0.0642 -0.0886 0.1584 0.234
H 1.7611 0.7363 0.2376 0.6452 0.3729 -0.3070 0.223
H -0.4606 -1.9086 0.2527 0.0622 0.0140 0.0121 0.397
H 1.2143 -1.9102 0.7921 -0.2318 0.0417 0.0230 0.400
```
Forces are in eV/Å.



[3]
C24H22AsCl3HfNO4 | wB97M-V/def2-TZVPD

The electronic energy comes out at -134638.1070 eV. The value obtained for the energy relative to the best compared isomer or geometry (same formula, charge and spin) is 0.0 kJ/mol. The calculation puts the HOMO-LUMO gap at 7.782 eV. The LUMO energy is -3.321 eV. As for the charge: +1.

Structure (XYZ):
```
56
Properties=species:S:1:pos:R:3:forces:R:3:nbo_charge:R:1
Hf 0.5195 -0.8426 0.4892 0.3236 -0.5736 0.7659 2.362
C 0.9633 -2.2227 2.6461 0.0639 -0.0987 0.0060 -0.277
C 2.1023 -1.4531 2.3431 0.3270 -0.3142 -0.0399 -0.346
C 2.6099 -1.8944 1.0918 0.3187 -0.2937 0.2953 -0.408
C 1.7650 -2.9331 0.6282 0.3517 -0.3069 0.2837 -0.362
C 0.7480 -3.1283 1.5919 0.2322 -0.1309 0.0507 -0.339
H 0.3608 -2.1407 3.5361 -0.0738 0.1148 -0.0560 0.256
H 2.5743 -0.7352 2.9950 -0.1209 0.1631 -0.0786 0.260
H 3.5355 -1.5817 0.6339 -0.0829 0.1088 -0.1180 0.269
H 1.9532 -3.5657 -0.2232 -0.1404 0.1661 -0.1825 0.264
H -0.0084 -3.8969 1.5570 -0.1174 0.1070 -0.0617 0.249
O -2.8155 0.5884 0.8245 -0.2070 -0.0381 0.1293 -0.593
C -1.7813 0.3341 1.3964 0.1652 -0.1289 0.4276 0.749
O -1.2487 -0.8572 1.5654 -0.8243 0.7025 -0.0856 -0.823
C -0.8500 1.4050 1.9253 -0.1103 0.0261 -0.0283 0.155
C -1.3137 2.5538 2.5695 -0.0033 0.0416 -0.0807 -0.240
C -0.3796 3.4382 3.0250 0.0117 0.0563 0.0420 -0.080
C 0.9910 3.2098 2.7783 -0.0109 0.2039 0.1021 -0.107
C 1.9884 4.1267 3.1981 -0.0622 -0.0282 0.0042 -0.158
C 3.2951 3.9082 2.8881 0.0749 -0.0969 -0.0688 -0.193
C 3.6616 2.7705 2.1280 0.0599 0.1186 0.0524 -0.162
C 2.7290 1.8613 1.7253 -0.0782 -0.0416 0.0118 -0.224
C 1.3713 2.0538 2.0680 -0.0094 -0.1184 -0.2062 0.252
N 0.4239 1.1361 1.6970 -0.2133 0.1532 0.2435 -0.552
H -2.3758 2.7042 2.6970 0.0045 -0.0175 -0.0087 0.253
H -0.6784 4.3293 3.5641 0.0234 -0.0045 -0.0059 0.235
H 1.6890 5.0032 3.7589 -0.0095 -0.0115 -0.0088 0.227
H 4.0561 4.6068 3.2081 0.0028 -0.0067 -0.0226 0.234
H 4.6986 2.6296 1.8527 -0.0037 -0.0060 0.0207 0.231
H 3.0127 1.0115 1.1200 -0.0102 -0.0006 0.0021 0.231
Cl -0.4411 0.9350 -6.4083 0.0158 -0.0285 0.1138 0.031
C 0.0585 0.7642 -4.7550 -0.0157 -0.0172 -0.1324 -0.044
C 0.8536 -0.3103 -4.3874 0.0178 -0.0063 -0.0136 -0.239
C 1.2580 -0.4154 -3.0716 0.0087 -0.1747 -0.0699 -0.074
Cl 2.1486 -1.8317 -2.5811 0.0069 0.3105 -0.1242 0.054
C 0.9072 0.5277 -2.0965 0.4829 -0.3541 0.0258 0.322
O 1.3300 0.3865 -0.8321 -0.1366 0.3894 -0.7508 -0.866
C 0.0668 1.5526 -2.5022 -0.1852 0.4184 -0.0910 -0.093
Cl -0.5254 2.6942 -1.3343 0.1192 -0.1254 0.0707 0.034
C -0.3509 1.6912 -3.8178 -0.0321 0.0285 0.0066 -0.245
H 1.1479 -1.0552 -5.1131 0.0091 0.0142 0.0098 0.250
H -0.9911 2.5158 -4.0983 0.0195 -0.0024 0.0081 0.252
C -2.2044 -3.3884 -2.4243 0.1009 -0.1317 -0.1833 -0.999
As -2.3628 -1.9038 -1.2511 0.7807 -0.4018 -0.3186 2.021
C -3.3416 -2.5677 0.2290 -0.0900 0.1333 0.2452 -0.981
C -3.2285 -0.5324 -2.2105 -0.0522 0.3155 -0.0250 -0.996
O -0.7276 -1.4873 -0.9668 -0.7395 -0.1323 -0.1752 -1.192
H -3.1743 -3.6422 -2.8491 0.0022 -0.0245 -0.0061 0.255
H -1.8121 -4.2348 -1.8634 -0.0131 -0.0295 -0.0143 0.257
H -1.5029 -3.1282 -3.2151 -0.0296 -0.0083 -0.0303 0.265
H -4.0780 -3.2485 -0.1973 -0.0469 -0.0169 0.0813 0.254
H -3.8137 -1.7532 0.7686 0.0023 -0.0118 0.0323 0.285
H -2.6566 -3.1014 0.8824 -0.0212 -0.0305 0.0213 0.268
H -4.2078 -0.9127 -2.4992 -0.0334 0.0827 -0.0384 0.261
H -2.6244 -0.3281 -3.0940 -0.0309 0.0439 -0.0205 0.267
H -3.3247 0.3551 -1.5903 -0.0217 0.0145 -0.0063 0.289
```
Forces are in eV/Å.



Strongest force on any atom for every record listed, in sequence, given in eV/A: 5.05, 1.12, 1.09.